[1]
12
Properties=species:S:1:pos:R:3:forces:R:3:mulliken_charge:R:1 method="wB97M-V/def2-TZVPD" lumo_energy_ev=-3.844 relative_energy_kcal_mol=30.71 e_tot_ev=-27683.66303 charge=+1 homo_lumo_gap_ev=9.96
C -0.72462 0.87872 -1.22011 0.4965 0.0805 -3.2935 0.2580
C 0.27336 1.26145 -0.15046 0.4114 -0.1213 -0.4039 -0.3513
O 0.20424 0.32835 0.92448 -0.4093 1.5059 1.1342 -0.3132
C 0.13674 -0.94808 0.63302 0.4571 -1.6627 -0.6217 0.7218
O -0.38098 0.48166 -2.35970 -1.3113 1.3572 2.6146 -0.5744
O 0.17581 -1.79892 1.50571 -0.1962 0.6151 0.0908 -0.5454
O 0.19477 -1.20440 -0.64147 -0.4044 -1.9310 -3.5376 -0.6414
K 0.76669 -2.41081 4.32152 -0.1157 0.0855 -0.5171 0.9892
H -1.79360 1.00334 -0.96926 0.1153 -0.1324 -0.0511 0.3438
H 0.02139 2.24058 0.27434 0.0742 -0.2447 -0.1205 0.2822
H 1.28443 1.25771 -0.57930 -0.2820 0.0708 0.1035 0.2925
H -0.15824 -1.08960 -1.73877 1.1643 0.3770 4.6021 0.5383

=====

[2]
12
Properties=species:S:1:pos:R:3:forces:R:3:mulliken_charge:R:1 method="wB97M-V/def2-TZVPD" lumo_energy_ev=-3.968 relative_energy_kcal_mol=0.00 e_tot_ev=-27684.99472 charge=+1 homo_lumo_gap_ev=10.83
O 0.32165 -0.24197 0.00732 -0.9598 -0.4606 0.0509 -0.2209
C -0.70458 0.70064 0.24628 -0.5481 4.0525 -2.0480 -0.2904
C -2.01172 0.14799 -0.18352 1.5370 -3.7686 1.4708 -0.0063
O -2.04033 -1.05839 0.07630 -2.7064 1.6293 -1.0086 -0.5838
K -0.55090 -2.78090 -0.34490 0.7696 -1.0359 -0.1496 1.0532
H -0.69612 1.15832 1.24415 0.0996 -0.2029 -0.2600 0.4011
H -2.69595 0.70145 -0.84514 -0.3082 -0.1586 0.5470 0.3491
H -0.76835 1.54249 -0.54603 1.7495 -0.5311 1.3001 0.2689
O 2.34656 -0.91702 -0.02827 0.3031 -0.8399 -0.5359 -0.3979
C 1.59953 0.15162 0.15626 0.0327 1.6797 0.6336 0.5188
O 1.94047 1.26203 0.44083 -0.0470 -0.5197 -0.2956 -0.4684
H 3.25974 -0.66626 -0.22328 0.0783 0.1559 0.2953 0.3765

=====

[3]
13
Properties=species:S:1:pos:R:3:forces:R:3:mulliken_charge:R:1 method="wB97M-V/def2-TZVPD" lumo_energy_ev=-14.885 relative_energy_kcal_mol=51.73 e_tot_ev=-16983.50086 charge=+3 homo_lumo_gap_ev=5.87
O 1.06326 1.56552 0.39979 1.2679 -0.2986 -0.0859 -0.2253
C 2.06667 0.87891 1.06032 -2.2804 -0.5741 -0.1359 0.7586
C -0.21495 1.40807 0.70958 -1.4984 1.2449 2.8681 0.8332
O 3.18393 1.11932 0.56206 2.3635 0.1821 -0.0357 -0.6583
O 1.74994 0.08424 1.93699 0.7017 0.1213 0.2989 -0.6524
C -1.03907 2.18396 1.43523 1.5235 1.1698 -1.7183 -0.9727
Mg 5.05462 0.95888 0.62669 -0.4625 0.4694 -0.5347 1.6696
H -2.07704 2.29218 1.12547 -0.3915 -0.6539 0.8108 0.4103
H -0.58304 3.03911 1.93301 -0.2970 0.0736 -0.3041 0.2394
Li 2.35359 -0.94046 3.33807 -0.4204 -0.2715 0.4325 0.9621
O -0.73020 0.09489 0.58345 -1.1823 0.5014 0.7610 -0.3192
H -0.34905 -0.44316 -0.14182 -1.3656 -0.5937 -0.3048 0.4387
H -1.67156 0.21491 1.12666 2.0417 -1.3707 -2.0518 0.5160

=====

[4]
12
Properties=species:S:1:pos:R:3:forces:R:3:mulliken_charge:R:1 method="wB97M-V/def2-TZVPD" lumo_energy_ev=-1.442 relative_energy_kcal_mol=77.95 e_tot_ev=-13935.64088 charge=0 homo_lumo_gap_ev=4.67
O 0.48377 0.90769 -0.97606 -0.0513 -0.6602 -2.7343 -0.3873
C 0.56837 0.54894 0.27761 -5.0535 -0.9815 -0.4197 0.8283
C -0.43023 -0.28953 -1.63108 0.4337 1.7469 -0.1448 -0.0921
O 0.05434 1.25778 1.15402 2.8133 0.7701 0.5925 -0.6872
O 0.55995 -0.75821 0.41716 0.4950 -1.0057 1.1869 -0.2647
C -0.26972 -1.37838 -0.65327 0.2491 -0.9740 0.7062 -0.7519
H -0.22795 -0.62738 -2.65258 0.9201 0.5013 0.0046 0.2517
H -1.36139 0.28196 -1.75194 0.1316 -0.1474 0.7109 0.1235
H 0.36204 -2.19783 -1.02808 -0.0811 0.5076 -0.1285 0.2219
Na -2.32818 -2.28087 0.39470 0.4283 0.2021 -0.0372 0.9043
Li 1.23563 2.12905 2.35797 -0.4031 0.0556 0.7783 0.2974
H 1.35335 2.40677 4.09154 0.1179 -0.0149 -0.5148 -0.4440

=====

[5]
12
Properties=species:S:1:pos:R:3:forces:R:3:mulliken_charge:R:1 method="wB97M-V/def2-TZVPD" lumo_energy_ev="-9.129 / -11.180" multiplicity=5 relative_energy_kcal_mol=72.92 e_tot_ev=-35190.07235 charge=+2 homo_lumo_gap_ev="9.00 / 8.33"
C -2.40698 -0.01766 0.36220 -0.7067 0.5352 0.3553 -0.4280
C -1.26963 -0.41947 1.03595 -1.1643 -0.6447 -0.0771 -0.2821
H -2.35684 0.65303 -0.50065 -0.0169 -0.2266 0.0769 0.2918
H -1.60114 -1.00335 -0.06022 -0.1977 -0.1809 0.3128 0.2429
H -1.48922 -1.07614 1.88808 -0.0937 0.0173 -0.2410 0.4310
O 1.68923 0.06214 -1.00722 -1.3301 -0.7157 -0.9590 -0.7848
C 2.64349 0.61404 -0.37814 1.8803 0.7881 0.5888 1.1153
O 2.50572 1.00515 0.79878 0.3943 0.0907 -0.1289 -0.5372
O 3.78055 0.75984 -0.97090 0.2030 0.0106 -0.2128 -0.1256
Li 1.29563 -0.66441 -2.68146 0.2778 -0.0472 -0.2848 0.9668
V 0.62054 0.33128 0.77722 0.5714 0.5537 0.8804 0.8304
H -3.41135 -0.24445 0.73636 0.1827 -0.1806 -0.3107 0.2795

=====

[6]
13
Properties=species:S:1:pos:R:3:forces:R:3:mulliken_charge:R:1 method="wB97M-V/def2-TZVPD" lumo_energy_ev="-3.611 / -6.755" multiplicity=3 relative_energy_kcal_mol=13.27 e_tot_ev=-14807.09565 charge=+1 homo_lumo_gap_ev="9.99 / 7.28"
H 1.44484 -0.67787 -0.57372 0.3282 0.0744 0.1722 0.3725
C 1.23698 -0.39094 0.45816 0.1333 0.7686 -1.5982 0.1629
C 2.24140 -0.45233 1.51218 -0.3281 -0.1227 0.3123 -0.3861
O 1.81285 0.78279 0.90641 0.0427 -0.0218 0.0068 -0.3767
H 1.93002 -0.58395 2.54777 0.0435 0.0214 -0.2204 0.2307
H 3.25409 -0.76694 1.25026 -0.3194 0.0273 0.0866 0.2439
O -0.14475 -0.55714 0.66070 -1.4980 1.4819 0.3706 -0.4265
H -1.80405 -1.50289 0.66489 -1.3018 1.7553 -1.3611 0.4481
O -1.04932 0.79456 -1.06208 -0.2705 1.0235 0.8853 -0.5312
C -1.17354 0.05032 -0.11508 3.5898 -3.7108 -0.6731 0.8991
Li -2.41680 1.27838 -2.27812 0.3569 -0.2621 0.4267 0.5961
Pt -3.15813 2.79067 -4.00583 -0.1617 0.3047 -0.3545 0.2275
O -2.17361 -0.76466 0.03446 -0.6146 -1.3396 1.9469 -0.4605

=====

[7]
13
Properties=species:S:1:pos:R:3:forces:R:3:mulliken_charge:R:1 method="wB97M-V/def2-TZVPD" lumo_energy_ev="-12.423 / -12.409" relative_energy_kcal_mol=115.09 e_tot_ev=-16239.57437 charge=+2 homo_lumo_gap_ev="7.78 / 7.18"
O -0.25726 0.06051 -1.36665 4.3715 -5.2608 -1.9422 -0.5526
O 0.30411 -1.74339 0.75380 2.0523 0.5232 2.0681 -0.4839
C 1.37445 -1.23397 1.56271 -2.2705 1.1616 -0.7104 -0.2153
C 1.43035 0.30651 1.45577 0.8216 -0.1745 1.7829 -0.3746
O 1.23213 0.74546 0.11853 -3.1260 -2.1101 0.7172 -0.2052
C -0.10854 0.51678 -0.21920 5.9649 9.1739 -1.5059 0.9309
H 1.24706 -1.54056 2.60163 0.0247 -0.4380 0.1641 0.3639
H 2.31819 -1.65907 1.21988 0.3095 -0.6694 -0.3842 0.3224
H 2.39230 0.65614 1.83016 0.1024 0.0618 -0.4101 0.4033
H 0.69796 0.75933 2.12716 -0.2180 -0.0215 -0.0965 0.3431
O -0.94523 1.61614 -0.09393 3.5171 -0.9392 4.7268 -0.3767
Li 0.44513 -1.83926 -0.99263 0.2353 -0.3681 -1.3989 0.9143
Tl -2.15057 0.42835 -1.04048 -11.7849 -0.9390 -3.0109 0.9304

=====

[8]
8
Properties=species:S:1:pos:R:3:forces:R:3:mulliken_charge:R:1 method="wB97M-V/def2-TZVPD" lumo_energy_ev="-6.836 / -6.836" relative_energy_kcal_mol=162.53 e_tot_ev=-4648.93113 charge=+1 homo_lumo_gap_ev="8.22 / 8.22"
C -0.86568 -0.81732 -0.94508 0.9922 1.0038 0.3951 0.0603
C -1.79857 -1.29962 -1.65671 -1.5377 -0.8190 -1.2735 -0.3800
C -0.05796 -0.39638 -0.06181 1.5048 -3.9475 3.5445 -0.0294
N 0.46198 0.90185 0.26595 -0.0634 -0.6073 -0.5354 -0.2167
H 0.58041 -1.64188 1.28917 -1.2057 2.4782 -2.5962 0.2704
H 1.38870 0.68939 0.71507 -0.4205 0.9284 -0.9671 0.4299
H -0.15360 1.13656 1.10484 0.5619 1.0134 -1.4426 0.4319
H 0.44473 1.42740 -0.71144 0.1684 -0.0500 2.8753 0.4337